Molecular formula: C6H12NO2Pd
Method: DFT, wB97M-V/def2-TZVPD

As for the total energy: -15464.58140 eV. The charge is +1. The spin multiplicity is 1. The value obtained for the orbital gap is 3.26 eV. The value obtained for the HOMO energy is -0.4127 Ha.

```
22
Properties=species:S:1:pos:R:3:forces:R:3
N 3.66644 -0.84158 -0.28233 -1.88 1.05 -0.33
C 3.14382 0.58269 -0.40477 4.54 4.14 -1.68
O 4.04631 1.53223 -0.68774 -6.17 -5.92 1.86
C 1.53312 1.00021 -0.24997 1.53 -0.12 0.19
C 0.86451 -0.12025 0.74373 -0.25 1.51 0.11
C -0.71259 0.14949 1.12497 2.33 -7.87 1.31
C -1.67879 -1.02449 0.48512 -1.06 1.69 -0.74
C -2.51782 -0.31683 -0.77446 -0.79 -1.56 0.43
O -2.96399 0.99818 -0.25311 -0.86 -1.67 0.41
H 3.41180 -1.28211 0.62894 0.17 0.57 -0.97
H 3.28756 -1.45929 -1.05486 0.52 1.07 1.13
H 1.06354 1.05877 -1.32060 0.80 -0.32 2.09
H 1.53384 2.07200 0.22150 -0.08 -2.15 -0.89
H 1.46298 -0.06582 1.77448 -1.37 -0.10 -2.24
H 0.98452 -1.19250 0.25510 -0.54 2.31 0.95
H -0.77546 -0.04046 2.30016 -0.52 2.18 -2.13
H -1.10053 -1.92766 0.01596 -0.68 1.92 1.02
H -2.47900 -1.43840 1.26694 1.88 1.18 -1.58
H -3.45558 -1.00781 -1.01006 1.98 1.56 0.38
H -1.87503 -0.25381 -1.75056 -1.19 0.45 2.13
H -3.61983 0.81089 0.50048 1.35 0.41 -1.70
Pd -3.81983 2.76654 -1.52892 0.30 -0.35 0.26
```
Forces are in eV/Å.

Molecular formula: C5H6O2
Method: DFT, wB97M-V/def2-TZVPD

As for the energy above the lowest of the compared OMol25 structures with the same formula, charge and spin: 223.2 kJ/mol. Its structure (SMILES) is O=C1CC2(CO2)C1. As for the total energy: -9374.78190 eV. The spin multiplicity is 1. The value obtained for the orbital gap is 10.52 eV. The value obtained for the HOMO energy is -0.3573 Ha.

```
13
Properties=species:S:1:pos:R:3:forces:R:3
O 1.95247 1.91540 0.65852 -0.30 -0.32 -0.16
C 1.18769 1.09068 0.24338 0.39 0.43 0.14
C 1.16573 -0.43884 0.28036 0.08 -0.08 0.07
C -0.28998 -0.33117 -0.17887 0.48 0.17 -0.44
C -1.45415 -1.02443 0.29096 0.43 -2.63 -0.96
O -0.90484 -1.22355 -1.07804 -0.25 1.17 0.05
C -0.17725 1.16955 -0.44804 0.02 0.20 -0.01
H 1.37888 -0.90903 1.24334 -0.06 0.08 -0.09
H 1.82112 -0.87350 -0.48378 -0.14 0.07 0.05
H -1.25521 -2.05693 0.64432 -0.73 1.14 1.14
H -2.42809 -0.56065 0.34368 -0.05 -0.04 0.11
H -0.08039 1.40145 -1.51483 0.01 -0.08 0.12
H -0.91598 1.84102 -0.00100 0.12 -0.12 -0.02
```
Forces are in eV/Å.

Molecular formula: H24O12
Method: DFT, wB97M-V/def2-TZVPD

As for the energy above the lowest of the compared OMol25 structures with the same formula, charge and spin: 582.6 kJ/mol. Its structure (SMILES) is O.O.O.O.O.O.O.O.O.O.O.O. As for the total energy: -24955.65669 eV. The spin multiplicity is 1. The value obtained for the orbital gap is 10.59 eV. The value obtained for the HOMO energy is -0.3972 Ha.

```
36
Properties=species:S:1:pos:R:3:forces:R:3
O 3.36981 -0.11868 1.01228 -1.76 2.47 0.46
H 4.13476 -0.61474 1.29404 0.21 0.37 0.69
H 3.09375 0.69847 1.56285 1.36 -2.42 -0.91
O -2.43144 -3.29029 -0.47964 5.73 -7.19 3.30
H -3.14919 -2.88197 -0.34193 -8.23 5.23 1.06
H -1.89439 -3.09444 -1.14972 2.63 1.97 -4.29
O 3.41674 -1.46228 -1.16937 -3.22 -2.65 2.99
H 4.11448 -1.73353 -1.64919 3.56 -0.90 -2.80
H 3.27715 -0.56563 -1.17228 0.37 3.09 0.11
O -0.72836 -1.42164 -2.07111 0.57 0.19 -4.37
H 0.24947 -1.42874 -2.19807 -0.35 -0.55 1.19
H -0.78476 -1.29577 -3.12218 -1.11 -0.52 3.28
O -0.67816 -2.52654 2.05563 0.46 -0.04 -2.10
H -0.34846 -2.53768 1.08671 -1.04 -0.14 2.35
H -1.44593 -3.12307 2.06485 0.66 -0.11 -0.26
O -0.33913 3.57406 2.71992 0.11 2.52 1.50
H -0.43519 2.98600 2.01622 -0.17 -1.36 -1.94
H -0.44535 4.47612 2.33903 0.10 -1.13 0.38
O -3.89911 -2.00169 1.63782 4.55 -4.16 1.89
H -2.82881 -2.03561 1.82706 -4.19 0.92 -0.80
H -4.11403 -1.18555 1.31934 -0.48 3.62 -1.10
O 1.66593 2.09215 -0.33656 5.96 -4.60 3.42
H 2.65940 2.15691 -0.56503 -2.68 0.00 0.51
H 1.21646 2.67063 -0.81455 -3.12 4.21 -3.76
O -1.29125 0.85587 -0.33120 3.00 2.75 1.52
H -1.71216 0.09284 -0.04991 -1.52 -2.64 0.52
H -0.57954 0.93965 0.39677 -1.34 -0.02 -1.99
O -1.75087 0.15379 3.06826 -3.62 1.46 -1.06
H -1.79289 0.94612 2.48240 1.12 -1.22 1.07
H -0.96816 -0.24473 3.34880 2.37 -0.21 -0.09
O 0.11657 3.62447 -1.86019 -1.19 -0.28 -2.19
H -0.36827 3.30746 -2.73711 1.58 1.71 2.92
H 0.24763 4.59813 -1.78465 -0.56 -1.13 -0.83
O 1.68458 -0.82355 -2.95139 1.71 -0.56 2.76
H 1.07684 -0.33399 -3.43598 -1.55 1.81 -1.40
H 1.66187 -0.45255 -2.01193 0.09 -0.50 -2.01
```
Forces are in eV/Å.

Molecular formula: H5N2PS
Method: DFT, wB97M-V/def2-TZVPD

As for the energy above the lowest of the compared OMol25 structures with the same formula, charge and spin: 449.6 kJ/mol. Its structure (SMILES) is N#[PH]S.N. As for the total energy: -23181.38460 eV. The spin multiplicity is 1. The value obtained for the orbital gap is 8.74 eV. The value obtained for the HOMO energy is -0.3500 Ha.

```
9
Properties=species:S:1:pos:R:3:forces:R:3
N 0.58322 -1.08899 0.15653 0.96 -1.24 0.24
P -0.82652 -0.99472 -0.21117 -4.69 1.22 -0.71
S -2.35366 0.59357 0.05497 0.77 -0.54 0.30
H -1.82355 -1.70679 -0.96103 1.09 -0.65 0.01
H -3.45813 -0.21500 -0.02583 0.82 0.10 -0.07
N 2.33072 0.81250 0.52587 -3.15 3.03 -1.27
H 2.30296 0.66868 -0.47568 1.16 -2.17 -0.74
H 1.48076 0.23828 0.82721 1.94 0.97 -0.42
H 1.76421 1.69247 0.10912 1.11 -0.72 2.66
```
Forces are in eV/Å.

Question: Which value of orbital gap does entry 1 give?
Answer: 3.26 eV

Question: Which of these has the highest HOMO energy?
Answer: H5N2PS

Question: What is the formula in the first record?
Answer: C6H12NO2Pd